Density functional theory data (wB97M-V/def2-TZVPD) for the ion C4H13N3 with charge +1 in a non-equilibrium geometry.

Total charge   +1
Energy relative to the best compared isomer or geometry (same formula, charge and spin)   76.20 kcal/mol
2S+1   2
Electronic energy   -324.04450 Ha
LUMO level (spin up / spin down)   -3.311 / -3.399 eV

```
20
Properties=species:S:1:pos:R:3:forces:R:3
C 0.887460 -1.160609 0.662600 0.17 0.87 -0.25
C -0.513043 -0.753629 0.131526 0.51 -0.08 0.45
C -0.577047 0.718953 -0.103455 -1.30 -2.78 3.28
C -0.383704 1.190629 -1.347386 1.35 0.30 -2.31
N -0.546777 2.468254 -1.783659 -1.04 1.94 -0.37
N -0.936886 1.506182 1.123811 -0.95 -1.32 -1.04
N 1.269393 -2.642006 0.403317 -0.38 1.63 0.32
H 1.639937 -0.532429 0.185953 0.05 -0.46 -0.83
H 1.119984 -0.876783 1.698048 -0.72 -0.84 0.19
H -0.762216 -1.331006 -0.774118 0.49 0.33 -0.34
H -1.244463 -1.213325 0.798042 -0.46 0.32 0.73
H 0.030867 0.500536 -2.070051 0.16 -0.06 -0.02
H -0.549425 2.615428 -2.766350 -0.09 0.02 -0.49
H -0.326731 3.322867 -1.300731 0.44 -0.26 0.30
H -1.687061 0.906072 1.613566 1.72 1.32 -0.31
H -1.427055 2.368396 0.819859 0.65 -0.25 0.47
H -0.058679 1.671180 1.668757 -1.23 0.53 0.33
H 0.603180 -3.292704 0.808789 -0.18 -0.12 0.06
H 1.291361 -2.736951 -0.609184 0.21 -0.40 -0.05
H 2.170906 -2.729055 0.840666 0.61 -0.69 -0.13
```
Positions in Å, forces in eV/Å.